24
Properties=species:S:1:pos:R:3 method="wB97M-V/def2-TZVPD" de_lowest_kj_mol=39.28 e_tot_ha=-426.5578 smiles=Cc1ccc(O)cc1.CC
C -2.219 -1.194 1.590
C -1.140 -1.573 0.598
C -0.613 -2.854 0.562
C 0.421 -3.172 -0.308
C 0.962 -2.168 -1.103
O 2.045 -2.554 -1.838
C 0.452 -0.895 -1.132
C -0.585 -0.608 -0.228
H -2.271 -0.114 1.714
H -1.950 -1.600 2.569
H -3.168 -1.618 1.271
H -0.913 -3.663 1.217
H 0.853 -4.128 -0.390
H 2.395 -1.835 -2.364
H 0.717 -0.020 -1.712
H -1.011 0.382 -0.131
C 0.996 4.208 -0.030
C 0.515 2.737 -0.028
H 1.714 4.312 -0.845
H 0.155 4.864 -0.233
H 1.503 4.392 0.903
H -0.290 2.540 -0.737
H 1.335 2.082 -0.281
H 0.100 2.481 0.938

24
Properties=species:S:1:pos:R:3 method="wB97M-V/def2-TZVPD" de_lowest_kj_mol=46.65 e_tot_ha=-426.5550 smiles=Cc1ccc(O)cc1.CC
C -0.862 2.360 0.002
C 0.413 1.633 0.331
C 0.481 0.325 0.759
C 1.704 -0.265 1.071
C 2.879 0.426 0.864
O 4.062 -0.290 0.984
C 2.857 1.763 0.462
C 1.630 2.338 0.252
H -1.147 3.067 0.775
H -1.692 1.639 0.036
H -0.790 2.849 -0.970
H -0.392 -0.321 0.767
H 1.796 -1.253 1.516
H 4.693 0.259 1.470
H 3.793 2.297 0.321
H 1.529 3.381 -0.012
C -2.234 -1.924 -0.913
C -2.998 -3.205 -1.243
H -2.769 -0.978 -1.064
H -1.847 -1.931 0.110
H -1.370 -1.755 -1.561
H -2.321 -3.998 -1.541
H -3.754 -2.990 -2.012
H -3.662 -3.426 -0.407

24
Properties=species:S:1:pos:R:3 method="wB97M-V/def2-TZVPD" de_lowest_kj_mol=68.67 e_tot_ha=-426.5466 smiles=Cc1ccccc1.CCO
C 1.515 1.024 -1.131
C 0.940 1.409 0.199
C 0.453 2.686 0.410
C 0.014 3.061 1.679
C 0.146 2.211 2.763
C 0.668 0.939 2.540
C 0.883 0.487 1.242
H 1.261 -0.014 -1.385
H 2.605 1.032 -1.142
H 1.128 1.627 -1.945
H 0.334 3.420 -0.379
H -0.494 4.003 1.832
H -0.169 2.459 3.769
H 0.844 0.244 3.354
H 1.247 -0.529 1.137
C -2.059 -3.125 -1.282
C -0.757 -2.308 -1.105
O -0.005 -2.128 -2.312
H -2.035 -3.899 -0.520
H -1.990 -3.675 -2.226
H -2.920 -2.467 -1.272
H -0.979 -1.319 -0.695
H -0.072 -2.828 -0.459
H -0.559 -2.309 -3.072

24
Properties=species:S:1:pos:R:3 method="wB97M-V/def2-TZVPD" de_lowest_kj_mol=150.71 e_tot_ha=-426.5154 smiles=Cc1ccc(O)cc1.CC
C 0.721 0.017 2.004
C 1.148 0.818 0.843
C 2.411 1.343 0.982
C 2.940 2.037 -0.167
C 2.263 2.189 -1.383
O 2.723 2.821 -2.467
C 0.986 1.532 -1.454
C 0.436 0.849 -0.367
H -0.042 0.625 2.665
H 1.599 -0.355 2.496
H 0.016 -0.864 1.774
H 3.118 1.239 1.878
H 3.955 2.486 -0.093
H 3.609 2.902 -2.355
H 0.388 1.816 -2.278
H -0.601 0.483 -0.374
C -2.749 -2.914 0.271
C -3.702 -2.064 -0.611
H -2.304 -3.605 -0.426
H -2.016 -2.320 0.835
H -3.199 -3.537 1.066
H -4.510 -1.335 -0.292
H -4.222 -2.730 -1.391
H -2.971 -1.432 -1.153

24
Properties=species:S:1:pos:R:3 method="wB97M-V/def2-TZVPD" de_lowest_kj_mol=175.85 e_tot_ha=-426.5058 smiles=Cc1ccc(O)cc1.CC
C 2.917 -0.052 -1.448
C 1.979 -0.563 -0.432
C 1.323 0.342 0.386
C 0.213 -0.062 1.071
C 0.008 -1.452 1.140
O -1.221 -1.669 1.784
C 0.683 -2.443 0.487
C 1.678 -1.887 -0.371
H 3.909 -0.060 -1.043
H 2.876 -0.564 -2.359
H 2.883 0.985 -1.676
H 1.576 1.399 0.325
H -0.369 0.633 1.489
H -1.311 -2.629 1.780
H 0.525 -3.421 0.599
H 2.258 -2.641 -0.927
C -3.097 1.220 -0.183
C -1.900 2.223 0.080
H -3.893 1.814 -0.765
H -2.776 0.321 -0.746
H -3.533 0.812 0.773
H -1.435 2.552 1.022
H -2.193 3.121 -0.442
H -1.100 2.021 -0.543

24
Properties=species:S:1:pos:R:3 method="wB97M-V/def2-TZVPD" de_lowest_kj_mol=138.45 e_tot_ha=-426.2235 spin_multiplicity=2 s2=0.7666 charge=+1
C 0.262 -0.156 -2.374
C 0.397 0.401 0.013
C 1.085 0.225 -1.224
C 1.034 0.731 1.177
C 2.502 0.474 -1.256
C 2.451 0.885 1.097
C 3.097 0.949 -0.108
O 3.034 1.121 2.309
H -0.538 0.031 0.034
H 0.553 0.633 2.140
H 0.611 -1.136 -2.736
H 0.312 0.445 -3.286
H 3.113 0.515 -2.067
H 4.237 1.018 -0.247
H 4.015 1.225 2.224
H -0.724 -0.413 -2.126
C -3.111 -0.186 0.540
C -3.271 -1.539 1.047
H -3.926 0.314 0.974
H -2.195 0.345 0.793
H -3.083 -0.052 -0.547
H -2.386 -2.257 0.767
H -4.169 -2.006 0.639
H -3.297 -1.566 2.217